Run P
# C5H8N2

An isolated molecule of C5H8N2 (the ωB97M-V functional and the def2-TZVPD basis, the Open Molecules 2025 dataset).

- Spin multiplicity: 1
- Structure (SMILES): Cc1cnn(C)c1
- Kohn-Sham gap: 0.366 Eh

Each atom is followed by the atoms it is bonded to, with distances in Å.
CARTESIAN COORDINATES (ANGSTROEM)
1 C 1.0583 -1.8642 1.2180  N2 1.451, H8 1.096, H9 1.090, H10 1.092
2 N 0.0478 -0.8515 0.9778  C1 1.451, C3 1.368, N7 1.352
3 C 0.3975 0.4067 0.5711  N2 1.368, C4 1.368, H11 1.084
4 C -0.4890 0.8011 -0.3935  C3 1.368, C5 1.496, C6 1.423
5 C -0.4097 2.0077 -1.2746  C4 1.496, H12 1.098, H13 1.094, H14 1.093
6 C -1.3790 -0.3043 -0.4934  C4 1.423, N7 1.317, H15 1.083
7 N -1.0388 -1.2936 0.3058  N2 1.352, C6 1.317
8 H 1.5070 -2.1256 0.2525  C1 1.096
9 H 0.5889 -2.7498 1.6452  C1 1.090
10 H 1.8350 -1.4768 1.8805  C1 1.092
11 H 1.2509 0.9171 1.0024  C3 1.084
12 H 0.0362 1.7250 -2.2370  C5 1.098
13 H 0.2264 2.7798 -0.8312  C5 1.094
14 H -1.3920 2.4406 -1.4812  C5 1.093
15 H -2.2397 -0.4125 -1.1425  C6 1.083

---

Run Q
# C5H8N2

An isolated molecule of C5H8N2 (the ωB97M-V functional and the def2-TZVPD basis, the Open Molecules 2025 dataset).

- Spin multiplicity: 1
- Structure (SMILES): Cn1cccc1N
- Kohn-Sham gap: 0.324 Eh

Each atom is followed by the atoms it is bonded to, with distances in Å.
CARTESIAN COORDINATES (ANGSTROEM)
1 C 1.7248 -0.3767 0.6847  N2 1.448, H8 1.090, H9 1.093, H10 1.096
2 N 0.5337 0.2299 0.1282  C1 1.448, C3 1.374, C6 1.375
3 C 0.1189 1.5120 0.3990  N2 1.374, C4 1.369, H11 1.082
4 C -1.2108 1.6142 0.0887  C3 1.369, C5 1.425, H12 1.082
5 C -1.6293 0.3435 -0.4027  C4 1.425, C6 1.374, H13 1.083
6 C -0.5311 -0.4825 -0.3723  N2 1.375, C5 1.374, N7 1.415
7 N -0.3183 -1.8261 -0.7624  C6 1.415, H14 1.012, H15 1.016
8 H 1.9049 -1.3300 0.1875  C1 1.090
9 H 2.5854 0.2829 0.5466  C1 1.093
10 H 1.5868 -0.5665 1.7557  C1 1.096
11 H 0.8221 2.2463 0.7695  C3 1.082
12 H -1.8142 2.5090 0.1692  C4 1.082
13 H -2.6171 0.0737 -0.7549  C5 1.083
14 H -1.1766 -2.3609 -0.7176  N7 1.012
15 H 0.0207 -1.8687 -1.7194  N7 1.016

---

Run R
# C5H8N2

An isolated molecule of C5H8N2 (the ωB97M-V functional and the def2-TZVPD basis, the Open Molecules 2025 dataset).

- Spin multiplicity: 1
- Structure (SMILES): C/N=C1/[C@@H]2[C@H](C)N12
- Kohn-Sham gap: 0.391 Eh

Each atom is followed by the atoms it is bonded to, with distances in Å.
CARTESIAN COORDINATES (ANGSTROEM)
1 C 1.9126 -0.2945 -0.4472  C2 1.511, H8 1.095, H9 1.093, H10 1.097
2 C 0.6462 -0.9776 -0.9081  C1 1.511, C3 1.482, N6 1.459, H11 1.091
3 C -0.3731 -1.5688 -0.0097  C2 1.482, C4 1.413, N6 1.526, H12 1.079
4 C -0.7195 -0.3897 0.6873  C3 1.413, N5 1.253, N6 1.492
5 N -1.1615 0.3600 1.5887  C4 1.253, C7 1.492
6 N -0.6362 -0.2895 -0.7993  C2 1.459, C3 1.526, C4 1.492
7 C -1.4862 1.6366 0.8872  N5 1.492, H13 1.085, H14 1.093, H15 1.091
8 H 1.7428 0.2811 0.4686  C1 1.095
9 H 2.6978 -1.0320 -0.2619  C1 1.093
10 H 2.2706 0.3993 -1.2179  C1 1.097
11 H 0.7528 -1.5365 -1.8391  C2 1.091
12 H -1.0127 -2.4180 -0.1916  C3 1.079
13 H -1.5903 1.3740 -0.1608  C7 1.085
14 H -2.4066 2.1480 1.1786  C7 1.093
15 H -0.6369 2.3078 1.0252  C7 1.091

---

Run S
# C5H8N2

An isolated molecule of C5H8N2 (the ωB97M-V functional and the def2-TZVPD basis, the Open Molecules 2025 dataset).

- Spin multiplicity: 1
- Kohn-Sham gap (alpha / beta): 0.277 / 0.255 Eh

Each atom is followed by the atoms it is bonded to, with distances in Å.
CARTESIAN COORDINATES (ANGSTROEM)
1 C -2.0263 -0.1159 -0.4784  C2 1.511, H8 1.091, H9 1.105, H10 1.095
2 C -1.1279 -0.3194 0.7192  C1 1.511, N3 1.345, H12 1.087
3 N 0.1622 0.0076 0.5221  C2 1.345, C4 1.485, C7 1.344
4 C 0.9333 -0.6116 -0.5855  N3 1.485, C5 1.495, H11 1.088, H13 1.096
5 C 2.2154 0.1533 -0.5100  C4 1.495, N6 1.289, H14 1.084
6 N 2.2447 0.9216 0.5252  C5 1.289, C7 1.382
7 C 1.0267 0.8094 1.1677  N3 1.344, N6 1.382, H15 1.080
8 H -3.0520 -0.4166 -0.2613  C1 1.091
9 H -2.0526 0.9611 -0.7256  C1 1.105
10 H -1.7172 -0.6373 -1.3906  C1 1.095
11 H 0.3904 -0.5587 -1.5265  C4 1.088
12 H -1.5211 -0.0989 1.7085  C2 1.087
13 H 1.0774 -1.6628 -0.3099  C4 1.096
14 H 3.0157 0.0944 -1.2391  C5 1.084
15 H 0.7303 1.4535 1.9827  C7 1.080

---

Which one is most stable, and which one is least stable? run Q is the most stable of them, while run R is the least stable.

---

Run P
# C5H8N2

An isolated molecule of C5H8N2 (the ωB97M-V functional and the def2-TZVPD basis, the Open Molecules 2025 dataset).

- Spin multiplicity: 1
- Structure (SMILES): CCc1cnc[nH]1
- Kohn-Sham gap: 0.353 Eh

Each atom is followed by the atoms it is bonded to, with distances in Å.
CARTESIAN COORDINATES (ANGSTROEM)
1 C 0.1273 1.1091 -1.8634  C2 1.512, H8 1.083, H9 1.091, H10 1.091
2 C -0.0841 1.1414 -0.3669  C1 1.512, C3 1.505, H11 1.097, H12 1.096
3 C 0.0955 -0.1790 0.3321  C2 1.505, C4 1.347, N7 1.397
4 C 0.9011 -1.2526 0.2150  C3 1.347, N5 1.395, H13 1.077
5 N 0.6550 -2.1261 1.2739  C4 1.395, C6 1.287
6 C -0.3264 -1.6300 1.9419  N5 1.287, N7 1.380, H14 1.083
7 N -0.6994 -0.3914 1.4609  C3 1.397, C6 1.380, H15 1.010
8 H -0.4564 0.3188 -2.3197  C1 1.083
9 H 1.1455 1.1057 -2.2542  C1 1.091
10 H -0.2646 2.0421 -2.2699  C1 1.091
11 H 0.5638 1.8411 0.1751  C2 1.097
12 H -1.0600 1.5590 -0.0944  C2 1.096
13 H 1.6157 -1.5462 -0.5349  C4 1.077
14 H -0.5884 -1.9980 2.9258  C6 1.083
15 H -1.6246 0.0061 1.3786  N7 1.010

---

Run Q
# C5H8N2

An isolated molecule of C5H8N2 (the ωB97M-V functional and the def2-TZVPD basis, the Open Molecules 2025 dataset).

- Spin multiplicity: 1
- Structure (SMILES): C[C@H]1CN[C@H]1C#N
- Kohn-Sham gap: 0.399 Eh

Each atom is followed by the atoms it is bonded to, with distances in Å.
CARTESIAN COORDINATES (ANGSTROEM)
1 C -0.0612 -0.0588 -1.7898  C2 1.530, H8 1.094, H9 1.093, H10 1.105
2 C -0.6901 -0.0160 -0.3958  C1 1.530, C3 1.657, C5 1.537, H11 1.068
3 C -0.4583 -1.0827 0.8510  C2 1.657, N4 1.464, H12 1.086, H13 1.116
4 N -0.4498 0.1116 1.6984  C3 1.464, C5 1.453, H14 1.010
5 C -0.0599 0.9741 0.5965  C2 1.537, N4 1.453, C6 1.495, H15 1.097
6 C 1.4213 0.9488 0.3958  C5 1.495, N7 1.158
7 N 2.5723 0.8902 0.2855  C6 1.158
8 H 0.9382 -0.4958 -1.7127  C1 1.094
9 H -0.6493 -0.6140 -2.5245  C1 1.093
10 H 0.1042 0.9431 -2.2261  C1 1.105
11 H -1.7073 -0.3073 -0.2485  C2 1.068
12 H 0.4648 -1.6262 0.6748  C3 1.086
13 H -1.2344 -1.7918 1.2254  C3 1.116
14 H 0.1702 0.0987 2.4953  N4 1.010
15 H -0.3605 2.0259 0.6749  C5 1.097

---

Run R
# C5H8N2

An isolated molecule of C5H8N2 (the ωB97M-V functional and the def2-TZVPD basis, the Open Molecules 2025 dataset).

- Spin multiplicity: 1
- Structure (SMILES): C=C1C=CN(C)N1
- Kohn-Sham gap: 0.291 Eh

Each atom is followed by the atoms it is bonded to, with distances in Å.
CARTESIAN COORDINATES (ANGSTROEM)
1 C 0.1331 2.2638 -0.1781  N2 1.459, H8 1.094, H9 1.095, H10 1.100
2 N 0.3996 0.8360 -0.3108  C1 1.459, C3 1.391, N7 1.418
3 C -0.1142 0.1116 -1.3809  N2 1.391, C4 1.350, H11 1.086
4 C -0.5319 -1.1193 -1.0181  C3 1.350, C5 1.471, H12 1.084
5 C -0.2409 -1.2530 0.4176  C4 1.471, C6 1.355, N7 1.406
6 C -0.0195 -2.2780 1.2760  C5 1.355, H14 1.091, H15 1.083
7 N 0.0272 0.0667 0.8208  N2 1.418, C5 1.406, H13 1.007
8 H 0.3961 2.7542 -1.1204  C1 1.094
9 H 0.7880 2.6724 0.5982  C1 1.095
10 H -0.9095 2.5078 0.0762  C1 1.100
11 H -0.0621 0.5590 -2.3692  C3 1.086
12 H -0.7188 -1.9467 -1.6924  C4 1.084
13 H 0.6605 0.1548 1.5993  N7 1.007
14 H 0.7320 -2.1021 2.0471  C6 1.091
15 H -0.5395 -3.2272 1.2346  C6 1.083

---

Which one is most stable, and which one is least stable? run P is the most stable of them, while run R is the least stable.